No. 1
The following is a quantum chemistry calculation of a cluster of 20 separate species, H39O20 in total at a distorted geometry, from the Open Molecules 2025 dataset.

Positions of all 59 atoms, in Å:
O1 2.055 -2.102 4.298
H1 -0.661 -1.983 2.261
O2 2.942 3.354 -1.138
H2 2.499 4.103 -0.703
H3 2.140 2.810 -1.068
O3 -1.580 -5.276 2.657
H4 -0.713 -5.555 2.346
H5 -1.640 -4.360 2.367
O4 1.884 4.298 -3.463
H6 1.966 3.632 -4.143
H7 -2.913 4.835 1.958
O5 -2.614 4.062 1.479
H8 2.868 -2.545 4.472
H9 -2.330 3.450 2.165
O6 -3.323 -3.587 -0.993
H10 1.264 -1.702 4.612
H11 2.675 4.287 -2.906
O7 1.853 1.321 -3.911
H12 0.903 1.187 -3.912
H13 2.158 0.696 -4.550
O8 -1.972 -2.423 -3.051
H14 -4.242 -3.864 -1.007
H15 1.748 -0.382 1.222
O9 -1.159 2.871 -3.707
H16 -0.339 2.472 -4.010
H17 -1.328 2.532 -2.854
O10 -0.228 -0.258 5.202
H18 0.449 0.385 4.969
H19 -0.927 -0.221 4.542
O11 -2.291 -0.399 -0.019
H20 2.894 1.440 -0.341
H21 -2.555 0.391 0.456
O12 -0.604 -1.815 1.321
H22 -0.496 -0.833 -1.683
H23 -2.791 -4.345 -0.749
O13 2.758 0.609 -0.800
H24 1.828 0.361 -0.753
H25 -1.382 -2.451 -2.297
O14 2.490 -0.544 1.802
H26 -2.698 -3.026 -2.853
H27 2.312 -1.238 2.436
O15 2.921 0.817 4.465
H28 2.812 0.228 3.698
H29 3.563 1.429 4.085
O16 0.821 -3.793 2.020
H30 1.088 -3.330 2.818
H31 0.544 -2.947 1.485
O17 0.291 -1.078 -1.186
H32 -1.677 -0.964 0.561
H33 -0.095 -1.468 -0.378
O18 0.391 1.822 0.826
H34 0.422 1.006 1.348
H35 -0.158 1.480 0.104
O19 -0.706 -0.425 -4.482
H36 -1.522 0.084 -4.506
H37 -1.002 -1.337 -4.576
O20 -3.566 2.647 -1.562
H38 -3.632 1.832 -1.042
H39 -3.936 2.269 -2.368

Properties
Orbital gap in eV: 8.61
ΔE to the lowest compared entry with this formula, charge and spin in eV: 4.234
HOMO in eV: -6.3280
Net charge: -1
Molecular weight in g mol⁻¹: 359.3
Spin multiplicity: 1

The net atomic charges from Löwdin, expressed in e, are: -0.031, -0.047, -0.066, 0.066, 0.030, -0.087, 0.011, 0.007, -0.080, -0.001, 0.023, -0.052, 0.067, 0.028, -0.036, 0.016, 0.007, -0.023, -0.009, 0.035, -0.065, 0.047, -0.006, -0.024, -0.001, -0.005, -0.042, 0.027, 0.044, -0.124, -0.001, -0.001, -0.371, 0.008, 0.052, -0.061, -0.020, 0.016, -0.045, 0.019, -0.005, -0.076, -0.011, 0.039, -0.145, -0.026, 0.014, -0.058, -0.035, -0.011, -0.047, 0.018, 0.035, -0.058, 0.034, 0.018, -0.053, 0.024, 0.038

---

No. 2
The following is a quantum chemistry calculation of a cluster of 20 separate species, H39O20 in total at a distorted geometry, from the Open Molecules 2025 dataset.

Positions of all 59 atoms, in Å:
O1 4.496 0.819 0.175
H1 4.599 1.447 0.829
O2 2.753 0.060 -3.063
H2 2.195 -0.689 -2.703
H3 3.609 -0.254 -2.738
O3 0.930 1.411 1.798
H4 1.378 2.227 1.988
H5 0.155 1.735 1.166
O4 1.510 1.606 -4.691
H6 1.236 1.228 -3.838
H7 3.464 0.910 0.067
O5 2.876 -3.919 -1.791
H8 3.230 -3.188 -1.448
H9 3.549 -4.540 -1.990
O6 -4.682 0.664 -1.666
H10 -4.414 -0.213 -1.267
H11 -5.553 0.865 -2.146
O7 0.551 -1.814 2.038
H12 0.451 -1.352 1.282
H13 0.590 -1.211 2.744
O8 -0.239 -0.550 -0.202
H14 2.400 1.400 -4.796
H15 -1.511 2.824 0.564
O9 0.867 -1.828 -1.835
H16 0.696 -1.984 -0.890
H17 0.104 -1.306 -2.188
O10 0.594 3.617 -1.616
H18 0.236 2.833 -0.966
H19 -0.115 3.543 -2.242
O11 -1.082 -5.436 1.896
H20 -1.180 -4.547 2.144
H21 -1.694 -5.359 1.090
O12 -3.395 -0.575 1.110
H22 -2.642 -0.807 1.564
H23 -3.417 0.258 0.792
O13 -0.419 1.743 -0.069
H24 -0.979 1.790 -0.896
H25 -1.128 -0.187 -0.296
O14 -1.853 3.727 0.815
H26 0.288 0.370 -0.010
H27 -2.694 3.637 0.967
O15 -3.296 2.739 -4.072
H28 -3.568 2.005 -3.634
H29 -3.138 2.283 -4.903
O16 -4.789 -3.434 -0.160
H30 -4.348 -2.516 -0.413
H31 -5.342 -3.039 0.644
O17 1.252 -0.218 6.059
H32 1.022 0.340 5.370
H33 1.508 -1.137 5.672
O18 2.632 1.804 -1.148
H34 1.709 1.544 -1.056
H35 2.526 2.625 -0.711
O19 -1.032 2.500 3.769
H36 -1.453 3.271 3.360
H37 -0.450 2.256 3.043
O20 2.875 -3.039 2.715
H38 2.225 -3.665 3.032
H39 2.063 -2.428 2.311

Properties
Orbital gap in eV: 9.04
ΔE to the lowest compared entry with this formula, charge and spin in eV: 7.967
HOMO in eV: -7.4973
Net charge: -1
Molecular weight in g mol⁻¹: 359.3
Spin multiplicity: 1

The net atomic charges from Löwdin, expressed in e, are: -0.099, -0.039, -0.090, 0.036, 0.055, -0.109, 0.034, -0.016, -0.064, 0.018, 0.049, 0.014, -0.045, 0.022, -0.109, 0.041, 0.090, 0.022, -0.059, 0.035, -0.168, -0.022, 0.001, -0.102, 0.035, 0.066, -0.131, 0.021, 0.003, -0.066, -0.021, 0.079, 0.044, 0.008, -0.028, -0.385, 0.085, 0.034, -0.012, 0.086, -0.075, -0.009, -0.060, 0.046, -0.166, 0.054, 0.091, -0.066, -0.030, 0.092, -0.055, 0.021, 0.033, -0.073, 0.022, -0.028, -0.160, -0.011, 0.059

---

No. 3
The following is a quantum chemistry calculation of a cluster of 2 separate species, H3IN2 in total at a distorted geometry, from the Open Molecules 2025 dataset.

Positions of all 6 atoms, in Å:
N1 0.611 0.402 0.115
N2 0.799 -0.782 -0.133
I1 -2.875 -0.119 0.020
H1 1.520 1.001 0.316
H2 -1.734 0.973 -0.194
H3 -0.143 -1.260 -0.375

Properties
Orbital gap in eV: 10.08
ΔE to the lowest compared entry with this formula, charge and spin in eV: 0.143
HOMO in eV: -9.3474
SMILES: [H]/N=N/[H].I
Molecular weight in g mol⁻¹: 157.9
Spin multiplicity: 1

The net atomic charges from Löwdin, expressed in e, are: -0.100, -0.046, 0.408, 0.094, -0.365, 0.008

---

No. 4
The following is a quantum chemistry calculation of the ion H3N2O with charge -1 at a distorted geometry, from the Open Molecules 2025 dataset.

Positions of all 6 atoms, in Å:
N1 0.006 -0.874 0.071
N2 0.432 0.455 0.456
O1 -0.428 1.413 -0.288
H1 -0.369 -0.804 -0.819
H2 -0.901 -0.831 0.586
H3 1.260 0.641 -0.006

Properties
Orbital gap in eV: 7.53
ΔE to the lowest compared entry with this formula, charge and spin in eV: 1.903
HOMO in eV: -1.6266
Net charge: -1
SMILES: NN[O-]
Molecular weight in g mol⁻¹: 47.0
Spin multiplicity: 1

The net atomic charges from Löwdin, expressed in e, are: -0.105, -0.336, -0.564, -0.028, 0.041, -0.008